No. 1
Molecular formula: C6H8S4
Method: DFT, ωB97M-V/def2-TZVPD

Calculated values
- Energy relative to the best compared isomer or geometry (same formula, charge and spin): 43.7 kcal per mole
- Frontier orbital gap: 0.3027 Eh
- HOMO energy: -8.2 eV

Geometry as ORCA input:
```
! wB97M-V def2-TZVPD RIJCOSX def2/J DEFGRID3
* xyz 0 1
C 1.2296 -0.2278 1.5115
C -0.0185 -0.5700 1.7282
C 1.0670 0.1446 -0.9270
C 1.7722 -0.0822 0.1762
C -0.4556 0.4449 -0.8683
C -1.1924 -0.5409 -0.0582
S 3.5561 -0.1367 -0.0006
S -0.8844 2.3354 -0.5721
S -1.1743 -2.1789 -0.6046
S -2.7346 0.0468 0.4737
H 1.8762 -0.1556 2.3247
H -0.6058 -0.6402 2.5991
H 1.3770 0.2256 -1.9345
H -0.9641 0.3135 -1.9005
H 3.6613 -0.2532 -1.3661
H -1.9736 2.5856 -1.4090
H -2.1388 -2.6050 0.2080
H -2.3973 1.2939 0.6196
*
```


No. 2
Molecular formula: C6H8Si
Method: DFT, ωB97M-V/def2-TZVPD

Calculated values
- Energy relative to the best compared isomer or geometry (same formula, charge and spin): 114.4 kcal per mole
- Frontier orbital gap (alpha / beta): 0.2765 / 0.2766 Eh
- HOMO energy (alpha / beta): -7.6 / -7.6 eV

Geometry as ORCA input:
```
! wB97M-V def2-TZVPD RIJCOSX def2/J DEFGRID3
* xyz 0 1
C 2.6026 1.7315 -0.9727
C 0.4531 -2.8712 -0.3420
C 2.1760 0.9235 -0.1740
C 0.6905 -1.8533 0.2708
C -1.9655 0.3210 -0.4915
C -1.2322 0.9034 0.6700
Si 1.2960 -0.2194 0.9008
H 3.4185 2.1555 -1.5077
H -0.1120 -3.6542 -0.7275
H -3.0185 0.4645 -0.2427
H -1.5951 0.6071 -1.5043
H -1.8003 -0.8223 -0.5378
H -1.7940 0.6469 1.5303
H -0.7621 1.9177 0.8643
H 1.6429 -0.2506 2.2640
*
```


No. 3
Molecular formula: C6H9AuNaO5
Method: DFT, ωB97M-V/def2-TZVPD

Calculated values
- Frontier orbital gap (alpha / beta): 0.2933 / 0.2581 Eh
- HOMO energy (alpha / beta): -12.0 / -12.8 eV

Geometry as ORCA input:
```
! wB97M-V def2-TZVPD RIJCOSX def2/J DEFGRID3
* xyz 1 3
O -2.7075 -0.6387 -0.3085
C -2.2467 -0.2855 -1.5552
C -1.1936 -1.1195 -2.0295
O -0.5850 -1.8832 -1.0659
Au -0.9872 -1.0717 0.6939
H -3.0284 -0.0472 -2.2961
H -1.4567 -1.7784 -2.8750
O 2.1324 0.2274 0.4346
C 1.2712 0.6784 -0.5699
C 0.1464 1.4871 -0.0957
O -0.4577 0.9616 1.0836
C 0.5225 0.8445 2.1260
C 1.4885 -0.2404 1.6532
O 0.7759 -1.3765 1.4492
Na 1.3471 -2.6120 -0.3522
H 1.8623 1.1041 -1.3853
H 0.2631 2.5720 -0.0480
H -0.0239 0.5162 3.0181
H 1.0146 1.8158 2.2737
H 2.3181 -0.3309 2.3750
H 0.5010 -0.1305 -1.5330
H -0.9563 1.3075 -0.9931
*
```


No. 4
Molecular formula: C6H9BClHfNO2
Method: DFT, ωB97M-V/def2-TZVPD

Calculated values
- Frontier orbital gap: 0.0706 Eh
- HOMO energy: -15.0 eV

Geometry as ORCA input:
```
! wB97M-V def2-TZVPD RIJCOSX def2/J DEFGRID3
* xyz 2 1
Hf 4.2457 2.6923 1.3525
B 5.3511 1.0660 -0.3478
H 5.7520 0.0054 -0.5902
H 5.9719 1.4621 0.5815
H 5.4804 1.9508 -1.1256
H 4.2122 1.1562 -0.0727
Cl 1.7937 1.7598 0.8761
C -1.7787 -2.3354 0.8180
C -1.0147 -1.1824 0.8941
C -1.4973 0.0620 0.4033
C -2.5797 0.0561 -0.4302
C -3.2888 -1.1380 -0.6095
C -2.8817 -2.3547 -0.0280
N -3.0979 1.2629 -1.1049
O -2.6008 2.3240 -0.7817
O -4.0501 1.1560 -1.8385
H -1.3917 -3.2420 1.2616
H -0.1513 -1.2729 1.5413
H -0.9015 0.9400 0.6092
H -4.1039 -1.1076 -1.3233
H -3.4686 -3.2606 -0.0852
*
```


No. 5
Molecular formula: C6H9BF2IrNO5
Method: DFT, ωB97M-V/def2-TZVPD

Calculated values
- Energy relative to the best compared isomer or geometry (same formula, charge and spin): 0.0 kcal per mole
- Frontier orbital gap: 0.3114 Eh
- HOMO energy: -9.2 eV

Geometry as ORCA input:
```
! wB97M-V def2-TZVPD RIJCOSX def2/J DEFGRID3
* xyz 0 1
Ir 0.4318 -1.1106 0.6796
O 1.2136 0.6490 1.6002
C 0.8507 1.8323 0.8367
C -0.6030 1.6779 0.4154
N -0.7588 0.4217 -0.3471
C -2.1073 -0.1534 -0.3977
C -2.1026 -1.6992 -0.2993
O -3.0829 -2.3161 -0.5966
O -1.0121 -2.2818 0.2298
C -0.1234 0.4589 -1.6712
C 1.3893 0.2635 -1.5628
O 2.1394 0.8378 -2.3113
O 1.7935 -0.5248 -0.5874
H 2.1690 0.6557 1.7532
H 1.5091 1.9452 -0.0243
H 0.9694 2.7136 1.4667
H -0.9240 2.5475 -0.1658
H -1.2191 1.6006 1.3105
H -2.6723 0.1347 -1.2845
H -2.6703 0.1747 0.4770
H -0.3206 1.3890 -2.2080
H -0.5101 -0.3695 -2.2665
F 1.8758 -2.7018 2.7757
B 1.6021 -2.6004 1.4680
F 2.1627 -3.5445 0.7098
*
```


No. 6
Molecular formula: C6H9Br
Method: DFT, ωB97M-V/def2-TZVPD

Calculated values
- Energy relative to the best compared isomer or geometry (same formula, charge and spin): 159.2 kcal per mole
- Frontier orbital gap (alpha / beta): 0.2747 / 0.3023 Eh
- HOMO energy (alpha / beta): -7.4 / -8.0 eV

Geometry as ORCA input:
```
! wB97M-V def2-TZVPD RIJCOSX def2/J DEFGRID3
* xyz 0 1
C 3.3738 1.1085 0.5190
C 0.5991 0.6791 -0.9090
C 0.8400 -1.3033 0.1047
C -0.6066 -1.4894 -0.1406
C 0.2681 -0.6090 -1.0570
C 0.6581 1.7798 -0.2907
Br 3.8943 -0.5918 0.1120
H 4.2906 1.7354 0.4388
H 1.0547 -0.6590 0.8372
H 1.5113 -2.0998 -0.0680
H -0.8359 -2.4207 -0.6420
H -1.4530 -1.1278 0.4427
H 0.4397 -1.1661 -2.0124
H 0.9853 2.8266 -0.3014
H 0.3357 1.7604 0.8216
H 2.5836 1.1514 1.1115
*
```


Number 1: energy -49688.42964 eV. Number 2: energy -14222.68734 eV. Number 3: energy -24699.78152 eV. Number 4: energy -26429.59519 eV. Number 5: energy -27048.19811 eV. Number 6: energy -76402.79780 eV.